No. 1
C45H34AgN4P3SSe2 as an isolated structure. Source: the OMol25 dataset; level of theory: ωB97M-V/def2-TZVPD.

## Properties
Kohn-Sham gap: 4.756 eV
energy above the lowest of the compared OMol25 structures with the same formula, charge and spin: 112.9 kJ/mol
total charge: -2

Cartesian coordinates (Å):
Ag (-1.298, 0.669, -1.635)
C (-6.308, -3.768, -1.464)
C (-5.919, -3.656, -2.784)
C (-4.762, -2.890, -3.112)
C (-4.020, -2.305, -2.104)
C (-4.427, -2.436, -0.741)
C (-5.593, -3.136, -0.483)
P (-2.694, -1.204, -2.594)
C (-1.806, -2.059, -3.963)
C (-1.544, -3.426, -3.858)
C (-0.939, -4.083, -4.911)
C (-0.599, -3.420, -6.081)
C (-0.809, -2.052, -6.185)
C (-1.331, -1.353, -5.099)
C (-3.437, 0.219, -3.405)
C (-4.587, 0.311, -4.230)
C (-4.615, 1.487, -4.984)
C (-3.542, 2.387, -5.036)
C (-2.607, 2.348, -4.027)
C (-2.587, 1.295, -3.170)
H (-7.232, -4.301, -1.227)
H (-6.320, -4.266, -3.570)
H (-4.447, -2.730, -4.132)
H (-3.865, -1.887, 0.047)
H (-5.974, -3.243, 0.547)
H (-1.743, -3.943, -2.909)
H (-0.795, -5.164, -4.845)
H (-0.229, -3.975, -6.913)
H (-0.468, -1.548, -7.060)
H (-1.435, -0.264, -5.227)
H (-5.344, -0.468, -4.209)
H (-5.438, 1.810, -5.626)
H (-3.516, 3.116, -5.803)
H (-1.839, 3.154, -3.980)
Se (0.193, -1.761, 4.612)
P (0.743, 0.286, 4.091)
C (2.501, 0.604, 4.387)
C (3.476, -0.399, 4.247)
C (4.795, -0.124, 4.599)
C (5.173, 1.153, 4.987)
C (4.224, 2.154, 5.053)
C (2.931, 1.924, 4.700)
C (-0.182, 1.629, 4.886)
C (-0.102, 2.945, 4.356)
C (-0.986, 3.900, 4.851)
C (-1.794, 3.626, 5.921)
C (-1.794, 2.365, 6.488)
C (-1.051, 1.363, 5.975)
C (0.006, 0.351, 2.490)
C (0.403, 0.404, 1.198)
N (-0.692, 0.468, 0.388)
N (-1.806, 0.511, 1.305)
N (-1.361, 0.492, 2.519)
P (1.965, 0.230, 0.319)
Se (1.557, 0.240, -1.852)
C (3.121, 1.580, 0.570)
C (2.704, 2.692, 1.296)
C (3.506, 3.824, 1.413)
C (4.771, 3.848, 0.836)
C (5.247, 2.695, 0.181)
C (4.430, 1.583, 0.031)
C (2.643, -1.356, 0.710)
C (3.914, -1.462, 1.323)
C (4.404, -2.743, 1.523)
C (3.734, -3.857, 1.064)
C (2.475, -3.762, 0.430)
C (1.935, -2.488, 0.237)
H (3.135, -1.353, 3.871)
H (5.506, -0.925, 4.615)
H (6.237, 1.386, 5.089)
H (4.525, 3.161, 5.312)
H (2.192, 2.721, 4.760)
H (0.576, 3.150, 3.527)
H (-1.118, 4.901, 4.389)
H (-2.328, 4.449, 6.362)
H (-2.563, 2.206, 7.270)
H (-1.027, 0.339, 6.381)
H (1.701, 2.679, 1.742)
H (3.105, 4.664, 2.004)
H (5.368, 4.752, 0.910)
H (6.226, 2.650, -0.244)
H (4.660, 0.674, -0.555)
H (4.485, -0.552, 1.552)
H (5.315, -2.947, 2.029)
H (4.108, -4.846, 1.238)
H (1.962, -4.682, 0.095)
H (1.039, -2.396, -0.314)
S (-1.096, 4.043, -6.834)
C (-0.643, 2.476, -6.799)
N (-0.381, 1.313, -6.761)

No. 2
C12H11NO4Tb as an isolated structure. Source: the OMol25 dataset; level of theory: ωB97M-V/def2-TZVPD.

## Properties
Kohn-Sham gap (alpha / beta): 4.080 / 4.442 eV
spin multiplicity: 7
total charge: +3

Cartesian coordinates (Å):
Tb (0.299, 0.667, -0.836)
O (-0.014, 4.207, -1.326)
C (0.081, 3.132, -0.965)
C (0.065, -1.950, -1.294)
O (-0.025, -3.059, -1.583)
C (2.704, 0.435, -1.247)
O (3.788, 0.349, -1.621)
C (-2.188, 0.461, -1.095)
O (-3.291, 0.337, -1.384)
C (0.038, 1.092, -5.811)
H (-0.928, 1.608, -5.785)
H (1.006, 1.607, -5.823)
C (0.037, -0.257, -5.702)
H (1.008, -0.777, -5.625)
H (-0.933, -0.771, -5.588)
C (-0.072, -0.872, 5.155)
C (-0.089, -0.627, 3.717)
C (0.930, 0.140, 3.189)
C (0.839, 0.457, 1.850)
N (-0.241, 0.037, 1.148)
C (-1.162, -0.838, 1.635)
C (-1.154, -1.123, 2.980)
H (0.817, -1.422, 5.398)
H (-0.089, 0.077, 5.660)
H (-0.954, -1.443, 5.362)
H (1.751, 0.471, 3.821)
H (1.588, 1.037, 1.309)
H (-1.888, -1.270, 0.962)
H (-1.920, -1.706, 3.499)

No. 3
A 2-piece molecular cluster, C4H2N2OS overall. Source: the OMol25 dataset; level of theory: ωB97M-V/def2-TZVPD.

## Properties
Kohn-Sham gap: 8.458 eV
energy above the lowest of the compared OMol25 structures with the same formula, charge and spin: 271.6 kJ/mol

Cartesian coordinates (Å):
C (0.025, 2.074, -1.639)
C (0.475, 1.095, 0.506)
C (-0.666, -1.874, -0.257)
C (0.956, 0.521, 1.548)
N (0.293, 1.545, -0.645)
N (-1.084, -1.991, 0.862)
O (1.332, -0.093, 2.458)
S (-0.667, -1.720, -1.799)
H (0.160, 1.987, -2.723)
H (-0.823, -1.543, 1.689)

No. 4
C7H13IN3O as an isolated structure. Source: the OMol25 dataset; level of theory: ωB97M-V/def2-TZVPD.

## Properties
Kohn-Sham gap: 8.697 eV
energy above the lowest of the compared OMol25 structures with the same formula, charge and spin: 216.6 kJ/mol
total charge: +1

Cartesian coordinates (Å):
C (0.030, 1.421, 1.334)
C (1.842, 1.748, -0.003)
C (-2.380, 1.351, 1.472)
C (1.852, 0.258, -0.405)
C (-2.564, -0.029, 1.016)
C (-0.317, -0.293, 0.505)
C (0.534, -1.614, -1.386)
N (1.053, 2.051, 1.122)
N (-1.017, 1.635, 2.098)
N (0.542, -0.284, -0.684)
O (-1.634, -0.298, 0.050)
I (-0.830, 3.498, 3.088)
H (2.810, 2.088, 0.230)
H (1.352, 2.480, -0.706)
H (-2.589, 2.072, 0.626)
H (-3.031, 1.590, 2.231)
H (2.607, 0.036, -1.120)
H (2.020, -0.291, 0.629)
H (-2.486, -0.659, 1.797)
H (-3.462, -0.048, 0.496)
H (-0.062, -1.068, 1.163)
H (-0.415, -1.986, -1.269)
H (0.795, -1.359, -2.461)
H (1.366, -2.336, -1.010)
H (0.127, 0.331, -1.380)

Number 1: largest force on an atom 4.24 eV Å⁻¹. Number 2: largest force on an atom 6.57 eV Å⁻¹. Number 3: largest force on an atom 3.29 eV Å⁻¹. Number 4: largest force on an atom 5.13 eV Å⁻¹.